DFT (ωB97M-V/def2-TZVPD) results for a structure of composition C31H49F6N5O4P2RbS2.

## Properties
max |F|	0.4	eV/A
E_LUMO	0.0777	Eh
spin multiplicity	1
gap between HOMO and LUMO	5.9	eV
total charge	-1
ΔE to the lowest compared entry with this formula, charge and spin	11.1	kcal/mol

Last column: Mulliken charge in e.
Geometry (Å):
Rb -0.355 -0.633 0.329  1.276
C -2.043 0.872 5.893  -1.782
C -1.935 0.241 4.504  1.534
C -2.040 -1.280 4.614  -1.573
P -0.443 0.651 3.456  0.820
C 0.929 0.781 4.721  0.251
C 2.233 0.221 4.149  -1.292
C 1.148 2.177 5.293  -1.400
C -0.761 2.368 2.922  1.669
C -1.841 3.141 3.331  -0.743
C -2.022 4.449 2.898  -1.074
C -1.082 4.993 2.030  -0.772
C -0.012 4.242 1.588  -0.191
C 0.188 2.903 2.004  -1.141
N 1.187 2.102 1.533  0.503
C 2.420 2.628 1.295  -1.632
C 2.922 3.723 2.062  -0.087
C 4.197 4.211 1.920  -0.874
C 5.077 3.648 0.994  -1.374
C 4.624 2.583 0.241  -0.652
C 3.333 2.052 0.357  1.298
P 2.791 0.634 -0.656  0.924
C 2.970 1.174 -2.434  0.554
C 1.659 1.881 -2.804  -1.398
C 4.141 2.054 -2.866  -1.661
C 4.048 -0.716 -0.416  0.583
C 3.907 -1.205 1.028  -1.520
C 5.522 -0.520 -0.758  -1.665
H -3.000 0.607 6.354  0.454
H -1.970 1.958 5.868  0.289
H -1.254 0.501 6.550  0.340
H -2.777 0.591 3.896  -0.835
H -1.203 -1.677 5.197  0.352
H -2.018 -1.777 3.642  0.289
H -2.962 -1.567 5.128  0.466
H 0.606 0.110 5.526  0.644
H 2.579 0.832 3.317  -0.021
H 2.096 -0.798 3.782  0.331
H 3.011 0.208 4.919  0.540
H 1.497 2.853 4.511  0.046
H 1.911 2.148 6.077  0.518
H 0.237 2.604 5.714  0.246
H -2.566 2.728 4.021  0.296
H -2.869 5.029 3.242  0.390
H -1.195 6.015 1.681  0.343
H 0.701 4.673 0.894  0.463
H 2.267 4.167 2.800  0.243
H 4.520 5.036 2.547  0.386
H 6.083 4.027 0.872  0.426
H 5.300 2.147 -0.480  0.448
H 3.012 0.223 -2.977  0.437
H 1.522 2.767 -2.178  0.236
H 0.799 1.226 -2.657  0.187
H 1.670 2.205 -3.849  0.506
H 4.096 3.022 -2.365  0.327
H 4.085 2.232 -3.944  0.488
H 5.113 1.613 -2.653  0.241
H 3.647 -1.498 -1.074  0.370
H 4.219 -0.425 1.727  0.301
H 4.533 -2.086 1.198  0.567
H 2.876 -1.474 1.261  0.200
H 5.992 0.209 -0.098  0.294
H 5.673 -0.207 -1.792  0.308
H 6.052 -1.468 -0.624  0.479
F -2.555 -6.321 -0.118  -0.247
C -2.561 -5.121 0.474  0.624
F -3.713 -4.987 1.145  -0.228
F -1.556 -5.081 1.349  -0.193
S -2.428 -3.782 -0.784  1.084
O -2.411 -2.571 0.003  -0.427
O -3.548 -4.011 -1.643  -0.703
N -1.104 -4.103 -1.550  -0.548
S 0.370 -3.716 -1.168  0.946
O 0.985 -2.901 -2.173  -0.627
O 0.585 -3.356 0.211  -0.533
C 1.170 -5.381 -1.330  0.483
F 2.484 -5.217 -1.534  -0.215
F 1.000 -6.084 -0.205  -0.218
F 0.670 -6.082 -2.348  -0.225
C -5.166 2.103 1.882  -1.012
N -4.552 1.366 0.792  0.144
C -4.430 -0.060 1.038  -0.879
C -3.538 1.952 0.052  0.350
N -2.519 1.246 -0.281  -0.391
N -3.753 3.281 -0.285  0.487
C -5.060 3.692 -0.760  -1.214
C -2.659 3.997 -0.902  -1.302
H -4.754 1.778 2.844  0.203
H -6.246 1.933 1.898  0.303
H -4.969 3.167 1.781  0.374
H -4.151 -0.584 0.129  0.353
H -3.667 -0.280 1.795  0.058
H -5.393 -0.429 1.394  0.333
H -1.931 1.755 -0.936  -0.023
H -5.825 3.005 -0.411  0.401
H -5.090 3.709 -1.857  0.359
H -5.296 4.697 -0.399  0.321
H -1.733 3.810 -0.361  0.308
H -2.865 5.066 -0.842  0.286
H -2.530 3.733 -1.962  0.390